Entry 1:
{"formula": "C18H35CdN2O8PS", "method": "ωB97M-V with the def2-TZVPD basis set", "e_lumo_ev": -6.1, "homo_lumo_gap_ev": 6.2, "total_charge": 2, "e_tot_ha": -2325.11312, "multiplicity": 1, "species": ["Cd", "S", "P", "O", "O", "O", "O", "O", "O", "O", "O", "N", "N", "C", "C", "C", "C", "C", "C", "C", "C", "C", "C", "C", "C", "C", "C", "C", "C", "C", "C", "H", "H", "H", "H", "H", "H", "H", "H", "H", "H", "H", "H", "H", "H", "H", "H", "H", "H", "H", "H", "H", "H", "H", "H", "H", "H", "H", "H", "H", "H", "H", "H", "H", "H", "H"], "xyz": [[9.37279, 7.82663, 9.54670], [11.17985, 5.19706, 10.75745], [10.89249, 7.13889, 6.72751], [6.97000, 8.88452, 9.82542], [7.72451, 7.06235, 8.26193], [10.43426, 6.55118, 10.96380], [9.31122, 9.92364, 10.18650], [10.93752, 5.62778, 7.02966], [10.75567, 8.17412, 7.84312], [8.30297, 11.98351, 10.45652], [5.71517, 6.98191, 7.17160], [12.19103, 9.23501, 5.35631], [8.55012, 6.01987, 5.95468], [8.32353, 10.69720, 10.09458], [6.45887, 7.25314, 8.15838], [6.66472, 15.69502, 4.90068], [11.91338, 4.77817, 12.35813], [4.72386, 9.89670, 4.53171], [12.58603, 5.64261, 9.75955], [5.30783, 11.05785, 5.25787], [12.43286, 7.80926, 5.95651], [4.57490, 11.69246, 6.27485], [5.86185, 8.10013, 9.23167], [6.50962, 11.59601, 4.85754], [4.95154, 12.93255, 6.71429], [6.99497, 10.26191, 9.45204], [6.24793, 15.05923, 6.27281], [9.42224, 7.19092, 5.56486], [6.90110, 12.80873, 5.35077], [5.09666, 15.69046, 7.02630], [6.06504, 13.57582, 6.17980], [6.88013, 16.77726, 5.12844], [5.51979, 7.47410, 10.07990], [12.95980, 7.20419, 5.18344], [3.75593, 10.14648, 4.08202], [7.15639, 10.99811, 4.20270], [5.07756, 15.25647, 8.03286], [5.87278, 15.65257, 4.14661], [5.43830, 9.65313, 3.74890], [4.13552, 15.37023, 6.64342], [7.57372, 15.18952, 4.41831], [6.18550, 10.83356, 9.93234], [4.99347, 16.78622, 7.09717], [4.61066, 9.09756, 5.26655], [7.95213, 6.35894, 6.81836], [12.20271, 5.65365, 8.71842], [11.77606, 9.06589, 4.45574], [13.09535, 7.92317, 6.80220], [13.10654, 9.75421, 5.15426], [11.10621, 4.82165, 13.12752], [12.73278, 5.52055, 12.64268], [9.17243, 12.17272, 10.84714], [4.29971, 13.45042, 7.40289], [12.33322, 3.74779, 12.24344], [3.66387, 11.25742, 6.65488], [9.20365, 5.23154, 6.32295], [5.09593, 8.75361, 8.82528], [6.96608, 10.43424, 8.34164], [7.82456, 13.24433, 4.97825], [7.92490, 5.68890, 5.17355], [8.96708, 8.14883, 5.74484], [12.92651, 6.67205, 9.94824], [11.50497, 9.81735, 5.87185], [7.10199, 15.23990, 6.94175], [13.44647, 4.99193, 9.83204], [9.68217, 7.10628, 4.52418]]}

=====

Entry 2:
{"formula": "C39H79BrN2O8P2", "method": "ωB97M-V with the def2-TZVPD basis set", "s_squared": 2.0083, "e_lumo_ev": [0.4, 0.4], "homo_lumo_gap_ev": [8.6, 9.7], "total_charge": 0, "e_tot_ha": -5501.54626, "multiplicity": 3, "species": ["Br", "P", "P", "O", "O", "O", "O", "O", "O", "O", "O", "N", "N", "C", "C", "C", "C", "C", "C", "C", "C", "C", "C", "C", "C", "C", "C", "C", "C", "C", "C", "C", "C", "C", "C", "C", "C", "C", "C", "C", "C", "C", "C", "C", "C", "C", "C", "C", "C", "C", "C", "C", "H", "H", "H", "H", "H", "H", "H", "H", "H", "H", "H", "H", "H", "H", "H", "H", "H", "H", "H", "H", "H", "H", "H", "H", "H", "H", "H", "H", "H", "H", "H", "H", "H", "H", "H", "H", "H", "H", "H", "H", "H", "H", "H", "H", "H", "H", "H", "H", "H", "H", "H", "H", "H", "H", "H", "H", "H", "H", "H", "H", "H", "H", "H", "H", "H", "H", "H", "H", "H", "H", "H", "H", "H", "H", "H", "H", "H", "H", "H"], "xyz": [[-1.49090, -5.50870, 4.55004], [4.98681, -0.59256, 2.85477], [2.88664, -0.32643, 3.33207], [-1.90251, 1.35160, 4.97419], [5.72601, 0.08579, 4.10365], [5.38037, -2.14866, 2.95711], [2.71057, -3.59361, 3.35074], [-1.71793, 3.45699, -3.70192], [6.78474, -0.99001, -2.46276], [5.34751, 0.02432, 1.58414], [1.07938, -2.27417, 2.54344], [-2.05001, 0.69638, 6.05949], [-2.80835, 3.13214, -4.27923], [-3.50113, 2.57461, 6.64934], [-3.95156, 5.08835, -6.05264], [0.49902, 1.41445, -0.52958], [-2.91304, -1.50575, 5.38991], [-3.81142, 4.14453, -2.29112], [-1.28705, 2.26592, -5.98672], [-5.30906, 3.12400, -3.97249], [-2.73376, 4.26348, -6.45987], [-4.19672, -1.21421, 6.16332], [-3.27828, 1.07779, 6.83820], [0.57786, -4.57243, 2.80442], [-1.69034, -0.75471, 5.93557], [2.59336, -0.35130, -4.03675], [3.09432, -2.54325, -5.28570], [5.81887, -2.00085, -2.65642], [0.84687, -2.69805, -0.60246], [-1.22680, -1.35539, 7.26534], [-3.70951, 1.93525, -6.30167], [-4.45845, 0.28733, 6.25887], [2.89721, -1.92809, 0.91789], [-1.84533, -3.96131, 2.14417], [2.03494, -1.60487, -4.69848], [-3.11185, 0.81340, 8.34038], [6.24166, 0.31423, -2.42508], [-0.53207, -0.86341, 4.95309], [4.14257, -3.06073, -4.28471], [1.52740, 0.50736, -3.36957], [-4.03540, 5.24145, -4.53659], [0.99190, -0.21095, 1.35258], [1.59399, -3.46039, 2.93663], [1.06107, 2.31528, -1.63711], [1.95043, -1.27716, 1.92968], [-0.83929, -4.17764, 3.27455], [2.30691, -2.86362, -0.16907], [-4.00199, 3.90510, -3.78559], [-2.65499, 2.90178, -5.75829], [5.41362, -2.19866, -4.12069], [2.10734, 1.63472, -2.52137], [1.56269, 0.59886, 0.19401], [-1.18867, 1.34643, -5.40816], [-2.83843, -4.31112, 2.41926], [-6.03038, 3.47402, -3.23391], [7.05928, 1.01900, -2.56373], [-5.76123, 3.26308, -4.95109], [-3.88125, 6.07793, -6.50789], [0.52994, -3.56984, -1.17981], [-3.75018, 1.03065, -5.69351], [2.93048, -2.73650, -1.05678], [2.47136, -3.89900, 0.14382], [-2.69105, -2.57754, 5.40551], [3.63748, -2.50665, 1.45779], [-4.70701, 2.35869, -6.35598], [-3.19354, 5.84903, -4.19129], [-1.19103, 2.02284, -7.04663], [-1.53489, -4.46923, 1.23183], [0.86676, 0.94749, -4.12523], [3.59864, -2.04013, -6.11899], [-3.05339, -1.21917, 4.34222], [4.73461, -2.67948, 3.45278], [-3.73874, 3.19744, -1.75458], [6.24884, -2.68215, -4.63250], [-3.77539, 1.48456, 8.88582], [2.04297, -0.07099, -0.52057], [1.41652, -2.15834, -3.98099], [-0.47952, 2.93495, -5.70362], [-0.04693, 2.03032, 0.19196], [0.32374, -0.26835, 5.27635], [-5.03650, -1.69192, 5.65533], [0.17397, -2.59034, 0.24373], [-3.42253, 1.65088, -7.31453], [3.66690, -3.19091, -3.30316], [-5.15396, 2.05737, -3.81072], [-4.67870, 4.69161, -1.91739], [-0.79265, -2.33592, 7.06476], [4.93240, -1.81155, -2.03011], [6.28282, -2.91659, -2.28025], [-1.91841, -2.89507, 1.91813], [4.43135, -4.06566, -4.60079], [-4.38344, 2.86503, 7.22242], [-4.15197, -1.66278, 7.15923], [-0.45916, -0.72910, 7.72206], [2.34508, 1.27108, 0.56936], [2.87665, -1.24438, 4.40454], [-0.81124, -0.54110, 3.95342], [-4.86724, 4.63915, -6.44668], [-4.95047, 5.76753, -4.25089], [1.37485, -1.28202, -5.51186], [0.72337, 0.48711, 2.15072], [3.33630, -0.62423, -3.28161], [0.70662, -1.82434, -1.24374], [-2.09065, 1.01656, 8.66244], [0.89579, -0.14455, -2.75229], [0.54137, -4.83191, 1.74304], [-0.21824, -1.90563, 4.91258], [-2.02646, -1.49948, 7.98426], [-2.91522, 4.72199, -2.08700], [-0.77855, -3.26638, 3.85684], [-1.82456, 4.82459, -6.22442], [-5.33713, 0.48662, 6.87849], [-3.37170, -0.20051, 8.63373], [5.76643, 0.50181, -1.45302], [0.96840, -5.43097, 3.34423], [0.23490, 2.64927, -2.27620], [-4.67385, 0.67730, 5.25943], [-2.64429, 3.14107, 7.01609], [2.57967, 2.37417, -3.17650], [3.45830, -1.11618, 0.45758], [5.28505, -1.22520, -4.59982], [1.49144, 3.22162, -1.20120], [5.50152, 0.47877, -3.21515], [-3.65744, 2.82959, 5.60586], [2.91829, 1.23493, -1.90378], [-2.73179, 4.08779, -7.53901], [3.12649, 0.24175, -4.79093], [2.58042, -3.40415, -5.72215], [0.06037, -0.70216, 1.06226], [-0.23853, 0.72141, -0.95236], [5.77059, -0.47209, 4.89127]]}

=====

Entry 3:
{"formula": "C6H10O3", "method": "ωB97M-V with the def2-TZVPD basis set", "e_lumo_ev": 0.4, "homo_lumo_gap_ev": 9.9, "total_charge": 0, "e_tot_ha": -460.15258, "multiplicity": 1, "species": ["O", "O", "O", "C", "C", "C", "C", "C", "C", "H", "H", "H", "H", "H", "H", "H", "H", "H", "H"], "xyz": [[-0.63672, 0.66746, 2.10753], [-0.24309, 2.41963, -0.11376], [-1.58694, 0.87006, -0.97637], [2.15207, 0.63458, -1.14508], [-0.72232, 1.17612, -0.19651], [-0.22075, -1.21030, 0.67603], [-1.62489, -1.79669, 0.51480], [-0.18635, 0.26794, 1.03367], [1.31015, 0.47324, -2.01766], [1.88569, 0.55219, 1.44144], [-0.60563, 2.96777, -0.83259], [-1.56046, -2.85947, 0.28242], [0.29055, -1.73404, 1.48774], [-2.21212, -1.67759, 1.42150], [0.32884, -1.35831, -0.25612], [3.20595, 0.58601, -0.98296], [-2.16792, -1.35980, -0.32002], [0.59137, 0.31489, -2.77629], [2.00258, 1.06633, 0.65222]]}

=====

Entry 4:
{"formula": "C23H22BrFMoN3O5SbSe4", "method": "ωB97M-V with the def2-TZVPD basis set", "e_lumo_ev": -1.1, "homo_lumo_gap_ev": 5.6, "total_charge": 0, "e_tot_ha": -14018.26976, "multiplicity": 1, "species": ["Sb", "Mo", "Br", "Se", "Se", "Se", "Se", "F", "O", "O", "O", "O", "O", "N", "N", "N", "C", "C", "C", "C", "C", "C", "C", "C", "C", "C", "C", "C", "C", "C", "C", "C", "C", "C", "C", "C", "C", "C", "C", "H", "H", "H", "H", "H", "H", "H", "H", "H", "H", "H", "H", "H", "H", "H", "H", "H", "H", "H", "H", "H", "H"], "xyz": [[2.11713, -2.95712, 0.48018], [2.17978, 0.56741, 1.77546], [5.01279, -0.52594, 7.38229], [0.33231, -3.41009, -1.16459], [0.97787, -1.33268, 2.29615], [3.05903, -4.95312, 1.32095], [3.68705, -0.64316, 0.50300], [0.31801, -0.89753, -4.23639], [0.84045, 2.04827, 2.50446], [3.65768, -0.84018, 4.75339], [3.14495, 0.83163, 3.37959], [-1.00516, 3.27226, 2.85009], [1.13269, 1.02297, 0.13522], [-2.51646, -1.55463, -4.14614], [-1.72264, -4.24975, -3.43122], [-2.81619, 1.61307, -0.47823], [-4.49540, 2.89263, -1.77975], [6.21620, 3.26993, 6.38914], [-1.88974, -0.58595, -3.33474], [-0.08349, 1.34382, -0.05655], [-0.32286, 2.49965, 2.20238], [3.78259, 0.30816, 4.44831], [-2.70827, -3.47221, -2.60247], [-0.68592, 0.89004, -1.27707], [5.64131, 3.52484, 5.15386], [-4.24998, 1.86135, -0.69302], [4.85101, 2.55829, 4.56028], [-3.45206, -2.43494, -3.43714], [4.62795, 1.31960, 5.16279], [-2.65883, 0.16401, -2.45495], [-0.48707, -0.36425, -3.29343], [-1.72960, -2.37856, -5.06577], [0.10123, 0.29390, -2.26923], [5.99945, 2.05343, 7.01321], [-2.06864, 0.91492, -1.42168], [5.21765, 1.07972, 6.40568], [-2.21835, 2.12614, 0.60999], [-0.87140, -3.38227, -4.31203], [-0.88289, 1.98167, 0.89292], [-1.07552, -4.72671, -2.77063], [-3.73258, 0.11510, -2.54424], [6.43444, 1.84678, 7.98056], [-2.21645, -4.94343, -3.99091], [-4.09876, 2.56698, -2.74093], [-0.19310, -2.88840, -3.62110], [-1.09108, -1.77298, -5.69939], [-4.07586, -1.87144, -2.75161], [4.38657, 2.75366, 3.60543], [-4.11590, -2.89204, -4.17431], [1.17982, 0.29895, -2.18335], [-4.64991, 2.20303, 0.25917], [-2.11706, -2.98672, -1.82309], [6.83140, 4.01656, 6.87403], [-4.73837, 0.91349, -0.92025], [-4.02166, 3.83899, -1.51939], [-0.29490, -4.03121, -4.96856], [-2.44827, -2.88020, -5.71933], [-5.56597, 3.06287, -1.89055], [-2.84861, 2.64291, 1.32285], [5.80441, 4.47128, 4.65672], [-3.38483, -4.19281, -2.14605]]}